(1)
A cluster of 7 separate species, C3H21NO7 in total in a non-equilibrium geometry, computed with ωB97M-V/def2-TZVPD.

XYZ file:
```
32
Properties=species:S:1:pos:R:3:forces:R:3:nbo_charge:R:1
N -0.594725 0.874516 1.722039 -0.096 -0.971 -0.606 -0.884
C 0.640953 0.934461 0.926380 -0.117 0.252 1.122 -0.209
C 0.266816 1.359539 -0.483272 1.707 -1.049 -0.089 -0.441
C 1.168147 0.697514 -1.533357 1.568 -0.451 0.061 -0.057
O 0.494734 0.387407 -2.721162 -0.144 0.321 -0.222 -0.718
H -1.256576 1.546844 1.379172 -0.015 0.665 0.363 0.387
H -0.494376 0.902562 2.722523 0.108 0.231 0.052 0.375
H 1.357330 1.624248 1.387760 0.025 0.156 -0.208 0.175
H 1.138748 -0.038144 0.964244 -0.126 0.064 -0.245 0.175
H 0.425533 2.423322 -0.566586 -0.695 0.203 -0.179 0.206
H -0.742071 0.994776 -0.650215 -0.293 0.478 -0.228 0.208
H 1.722715 -0.191177 -1.169109 -0.884 -0.285 0.398 0.140
H 2.069551 1.272936 -1.785332 -0.566 0.697 -0.187 0.175
H -0.359488 0.055114 -2.432599 -0.268 -0.378 -0.219 0.479
O 4.369600 -0.039128 1.057361 1.074 0.274 -0.039 -0.948
H 3.722288 -0.276932 0.399200 -0.597 -0.155 0.189 0.477
H 3.965962 0.150942 1.903917 -0.490 -0.167 -0.144 0.474
O -0.897019 -4.019562 -1.348335 0.591 -0.156 0.095 -0.968
H -1.213581 -3.239941 -1.819119 -0.272 0.003 0.239 0.491
H -1.628955 -4.612226 -1.169968 -0.186 0.171 -0.147 0.470
O -3.098639 -0.511559 1.161052 -0.291 -0.310 -0.551 -0.984
H -3.130539 -1.314370 1.690342 0.033 0.036 0.027 0.472
H -2.178134 -0.211801 1.199995 0.439 0.126 0.470 0.490
O -1.866296 -1.269325 -1.703633 0.725 -0.076 -0.432 -0.988
H -2.486943 -1.318356 -2.435546 -0.338 0.172 0.280 0.486
H -2.329067 -1.127963 -0.871751 -0.587 0.054 0.148 0.510
O 1.542556 -2.500929 1.070747 -0.041 0.059 -0.229 -0.941
H 0.799393 -1.897334 0.977595 -0.128 -0.037 0.123 0.463
H 1.463404 -3.043820 0.277160 0.044 -0.156 0.052 0.481
O -1.108619 3.777201 0.659809 -0.118 -0.012 0.112 -0.947
H -0.556050 4.085744 -0.062713 -0.040 0.120 -0.029 0.475
H -1.206652 4.525438 1.253402 -0.022 0.118 0.020 0.477
```
Forces are in eV/Å.

Results
Structure (SMILES): NCCCO.O.O.O.O.O.O
Molecular weight in g mol⁻¹: 183.20
Frontier orbital gap in hartree: 0.36757
Net charge: 0
F_max in eV/Å: 2.01
LUMO energy in eV: 0.31

(2)
A cluster of 14 separate species, C3H22F9O20S3 in total in a non-equilibrium geometry, computed with ωB97M-V/def2-TZVPD.

XYZ file:
```
57
Properties=species:S:1:pos:R:3:forces:R:3:nbo_charge:R:1
C 1.955750 -21.702440 -0.979300 0.462 1.194 1.794 0.709
F 2.474590 -22.740720 -1.607640 -0.195 -0.094 -1.180 -0.323
F 3.037800 -20.956840 -0.547430 -1.145 -0.656 -0.291 -0.345
F 1.243240 -20.852350 -1.790460 0.702 -1.456 0.468 -0.336
S 0.918730 -22.364400 0.486160 -0.076 1.040 3.292 2.300
O 1.637870 -23.399760 1.236850 0.252 0.281 -1.779 -0.988
O 0.786260 -21.180590 1.351450 -0.060 -0.293 -1.438 -1.013
O -0.305130 -22.819290 -0.127810 -0.059 -0.061 -0.854 -1.004
C 8.037110 -17.313700 2.892290 1.474 -0.495 0.543 0.740
F 7.377860 -18.255850 2.212330 -0.216 0.623 -0.023 -0.320
F 8.347230 -16.273240 2.089860 -0.784 -0.589 0.568 -0.320
F 7.247220 -16.892960 3.933160 0.812 -0.277 -1.317 -0.335
S 9.680310 -18.090680 3.551280 2.675 0.333 2.533 2.238
O 10.189290 -17.012750 4.476370 -1.019 -1.132 -1.980 -1.029
O 9.229270 -19.249750 4.344750 -0.312 0.680 -1.160 -1.016
O 10.659470 -18.429980 2.480590 -2.465 0.835 1.077 -0.957
C 8.767150 -16.350330 -3.695740 4.828 0.916 -0.236 0.738
F 7.821560 -15.898380 -3.008340 -3.194 1.503 2.699 -0.305
F 9.068890 -17.575550 -3.245220 0.011 -0.284 -0.488 -0.331
F 8.384430 -16.342400 -4.935950 -0.752 -1.147 -2.405 -0.331
S 10.310930 -15.154100 -3.681310 1.842 0.658 1.233 2.269
O 10.558600 -14.757800 -2.299600 -0.933 -0.545 0.077 -1.013
O 11.448640 -15.936630 -4.178180 -1.207 -0.139 -0.585 -1.017
O 9.916280 -14.006200 -4.492380 -0.481 -0.932 -0.389 -1.009
O 12.508230 -23.162900 3.938270 0.203 -0.287 -0.114 -0.942
H 11.738750 -22.614610 4.091630 -0.300 0.243 -0.082 0.483
H 13.043090 -23.051040 4.724170 0.081 0.060 0.177 0.459
O 12.598650 -19.601970 -1.714130 0.264 -0.337 -0.127 -0.954
H 12.766410 -18.694720 -1.969070 -0.125 0.332 -0.153 0.478
H 12.323090 -19.547080 -0.799100 -0.203 0.038 0.265 0.476
O 9.836150 -22.626160 7.660490 0.244 -0.174 0.224 -0.950
H 9.000110 -23.088440 7.600720 -0.233 -0.078 -0.062 0.469
H 9.692640 -21.808170 7.184540 -0.010 0.309 -0.202 0.481
O 7.943610 -11.318600 -0.322060 0.035 0.392 -0.066 -0.930
H 8.128310 -11.602040 0.573360 0.152 -0.213 0.173 0.468
H 7.006190 -11.475840 -0.435020 -0.187 -0.159 -0.102 0.462
O 12.348660 -14.502410 2.408280 0.309 0.379 0.102 -0.966
H 11.867190 -14.958970 3.098190 -0.252 -0.342 0.194 0.482
H 11.989900 -14.852900 1.593000 -0.146 -0.142 -0.268 0.483
O 13.626270 -16.838500 7.723530 0.223 -0.184 0.263 -0.949
H 13.852390 -15.932240 7.932810 0.038 0.192 -0.005 0.461
H 13.069240 -16.773850 6.947790 -0.302 -0.054 -0.332 0.488
O 6.038800 -21.152320 6.520390 -0.087 -0.342 0.272 -0.949
H 5.643330 -20.336040 6.826220 -0.071 0.201 -0.018 0.466
H 6.840730 -20.878460 6.075280 0.256 0.183 -0.326 0.483
O 2.850160 -16.098050 0.359850 -0.091 0.347 -0.112 -0.944
H 3.499040 -16.801510 0.377720 0.207 -0.236 -0.050 0.480
H 2.294420 -16.264780 1.121160 -0.125 -0.126 0.147 0.464
O 8.446060 -23.051360 0.758810 0.265 -0.165 -0.038 -0.937
H 7.888260 -23.828600 0.790380 -0.157 -0.148 0.012 0.459
H 7.836290 -22.315820 0.817100 -0.112 0.309 0.036 0.478
O 15.738290 -18.124350 4.286920 0.379 0.052 0.023 -0.946
H 15.427600 -18.404480 5.147870 -0.154 0.006 0.233 0.468
H 15.146460 -18.551420 3.667580 -0.257 -0.024 -0.231 0.478
O 5.111740 -14.777870 8.535260 0.186 0.048 0.105 -0.927
H 4.586690 -14.120540 8.991830 -0.098 0.178 0.088 0.458
H 4.472220 -15.409090 8.205420 -0.090 -0.218 -0.185 0.470
```
Forces are in eV/Å.

Results
Molecular weight in g mol⁻¹: 645.37
Frontier orbital gap in hartree: 0.25447
Net charge: -3
F_max in eV/Å: 4.92
LUMO energy in eV: 4.55

(3)
A cluster of 8 separate species, C3H23NO7S2 in total in a non-equilibrium geometry, computed with ωB97M-V/def2-TZVPD.

XYZ file:
```
36
Properties=species:S:1:pos:R:3:forces:R:3:nbo_charge:R:1
C -0.652539 1.191571 3.400871 -1.073 -0.579 -1.294 -0.786
S 0.906791 0.504343 4.039573 -1.129 0.191 0.801 0.122
S 1.944085 -0.119370 2.479953 1.316 0.242 -1.499 0.055
C 1.581940 -1.783713 1.826385 -0.550 -1.917 1.050 -0.573
C 2.384653 -2.119287 0.540605 0.904 2.110 0.236 -0.227
N 1.650082 -1.962726 -0.701727 1.159 0.813 -0.202 -0.841
H -0.696551 1.420732 2.340652 1.340 0.639 0.018 0.244
H -1.402364 0.432018 3.273754 -0.484 -0.923 1.155 0.211
H -1.122368 2.035780 3.907932 0.691 -0.091 0.378 0.242
H 0.526710 -1.888856 1.593244 -0.189 0.251 -0.022 0.215
H 1.776383 -2.565065 2.607217 0.038 0.789 -0.439 0.217
H 2.870407 -3.068858 0.560066 -0.103 -0.959 0.324 0.206
H 3.287857 -1.421718 0.555901 -1.033 -0.559 -0.380 0.187
H 0.933072 -2.640732 -0.885186 0.050 -0.104 0.397 0.356
H 1.235405 -1.037471 -0.688940 -0.225 -0.277 0.016 0.365
O 1.471252 1.331305 -0.413977 0.576 0.552 0.435 -0.986
H 2.394594 1.579367 -0.245299 -0.248 -0.258 -0.110 0.483
H 1.022259 1.724259 0.351724 -0.144 -0.161 -0.036 0.503
O -1.108271 -1.271669 -3.169150 0.315 -0.148 0.152 -0.984
H -0.559231 -0.515459 -2.858383 -0.550 -0.123 -0.563 0.499
H -0.627268 -1.614430 -3.931699 -0.089 0.036 0.086 0.479
O -3.500500 -0.302172 -1.219409 -0.196 1.237 0.429 -0.992
H -4.091206 -0.690910 -1.865190 0.499 -0.573 0.061 0.478
H -2.785857 -0.864881 -0.894894 -0.262 -0.503 -0.397 0.501
O -1.089381 -1.766695 -0.503114 -0.690 -0.779 -0.565 -0.981
H -1.104715 -2.635347 -0.075861 -0.126 0.334 0.185 0.470
H -1.136255 -1.998753 -1.464913 0.052 0.518 0.344 0.505
O -0.548647 3.334166 1.396128 0.053 0.222 -0.601 -0.972
H -1.006867 2.827249 0.701180 -0.049 -0.103 0.217 0.491
H -0.284159 4.083664 0.850270 0.185 0.254 0.293 0.468
O 0.505368 0.840235 -2.785531 -0.473 -0.342 -0.913 -0.974
H 0.547015 1.745201 -2.470124 0.353 0.039 0.289 0.506
H 1.042293 0.309004 -2.195740 0.469 0.397 0.354 0.500
O -1.199610 2.529623 -1.085320 -0.729 -0.396 -0.903 -0.966
H -2.086597 2.695336 -1.431548 -0.194 0.556 0.359 0.487
H -1.077781 1.684262 -1.539450 0.538 -0.385 0.349 0.493
```
Forces are in eV/Å.

Results
Structure (SMILES): CSSCCN.O.O.O.O.O.O.O
Molecular weight in g mol⁻¹: 249.35
Frontier orbital gap in hartree: 0.32731
Net charge: 0
F_max in eV/Å: 2.31
LUMO energy in eV: 0.34

Question: Number 2 is which compound?
Answer: C3H22F9O20S3

Question: What is the formula in the second record?
Answer: C3H22F9O20S3